# C65H130F15N5O10

A 10-piece molecular cluster, C65H130F15N5O10 overall at a distorted geometry (ωB97M-V/def2-TZVPD, the OMol25 dataset).

```
! wB97M-V def2-TZVPD RIJCOSX def2/J DEFGRID3
* xyz 0 1
C -2.822 2.775 3.962
C -1.932 3.885 3.385
C -0.504 3.831 3.968
C 0.239 5.184 3.958
N 1.768 5.143 4.323
C 1.961 4.529 5.743
C 3.170 5.289 6.299
C 3.462 6.448 5.399
C 2.241 6.584 4.528
C 2.663 4.314 3.315
H -2.689 2.552 5.021
H -2.785 1.860 3.372
H -3.786 3.273 3.856
H -2.437 4.834 3.562
H -1.884 3.832 2.297
H 0.055 2.998 3.542
H -0.663 3.498 4.994
H -0.372 5.770 4.645
H 0.074 5.648 2.986
H 2.116 3.452 5.674
H 1.060 4.712 6.328
H 3.994 4.589 6.432
H 2.919 5.723 7.266
H 4.274 6.242 4.701
H 3.660 7.387 5.917
H 2.290 7.112 3.576
H 1.539 7.097 5.185
H 3.621 4.025 3.746
H 2.795 4.879 2.392
H 2.169 3.364 3.112
C -1.546 1.950 -2.115
C -2.694 1.000 -2.537
C -2.139 -0.226 -3.325
C -1.263 -1.219 -2.394
N -1.053 -2.696 -2.876
C -0.345 -2.733 -4.274
C -1.505 -2.987 -5.212
C -2.505 -3.885 -4.548
C -2.376 -3.519 -3.051
C -0.079 -3.367 -1.777
H -1.769 2.703 -1.359
H -1.391 2.623 -2.958
H -0.612 1.468 -1.824
H -3.382 1.521 -3.202
H -3.320 0.695 -1.698
H -1.473 0.188 -4.083
H -2.962 -0.800 -3.751
H -1.854 -1.323 -1.484
H -0.306 -0.758 -2.146
H 0.250 -3.646 -4.293
H 0.280 -1.853 -4.426
H -1.219 -3.444 -6.159
H -2.079 -2.078 -5.392
H -2.309 -4.937 -4.755
H -3.477 -3.597 -4.949
H -2.372 -4.327 -2.320
H -3.166 -2.833 -2.747
H 0.795 -2.718 -1.724
H 0.076 -4.413 -2.044
H -0.493 -3.273 -0.773
C -0.036 3.087 -6.481
C 0.257 4.443 -5.894
C 1.671 4.378 -5.088
C 1.526 3.612 -3.810
N 2.622 3.725 -2.753
C 2.222 3.035 -1.504
C 2.838 3.779 -0.347
C 3.261 5.185 -0.869
C 2.738 5.236 -2.312
C 4.031 3.245 -3.214
H 0.130 2.255 -5.797
H 0.586 2.959 -7.367
H -1.081 3.003 -6.777
H -0.653 4.590 -5.312
H 0.201 5.176 -6.699
H 2.003 5.366 -4.768
H 2.479 3.927 -5.663
H 1.454 2.535 -3.962
H 0.602 3.876 -3.297
H 2.740 2.080 -1.409
H 1.151 2.839 -1.467
H 3.735 3.338 0.088
H 2.077 3.942 0.417
H 4.350 5.210 -0.899
H 2.987 6.019 -0.222
H 3.326 5.786 -3.047
H 1.773 5.739 -2.251
H 4.819 3.251 -2.461
H 4.282 3.905 -4.044
H 3.924 2.271 -3.692
C -0.791 -8.531 -0.933
C -2.048 -8.194 -0.081
C -1.787 -7.741 1.411
C -1.525 -6.190 1.453
N -1.166 -5.738 2.881
C -0.695 -4.276 2.998
C 0.086 -4.203 4.342
C 0.701 -5.577 4.433
C 0.110 -6.444 3.368
C -2.367 -6.043 3.806
H -0.471 -9.498 -0.544
H 0.053 -7.841 -0.969
H -0.976 -8.615 -2.003
H -2.802 -8.980 -0.140
H -2.587 -7.372 -0.552
H -0.896 -8.322 1.644
H -2.648 -8.007 2.024
H -2.485 -5.816 1.099
H -0.730 -5.915 0.759
H -1.612 -3.688 3.022
H -0.032 -3.973 2.187
H -0.685 -4.024 5.092
H 0.761 -3.369 4.535
H 0.543 -5.934 5.451
H 1.782 -5.469 4.335
H -0.212 -7.441 3.668
H 0.806 -6.501 2.531
H -2.622 -7.099 3.891
H -3.296 -5.624 3.420
H -2.296 -5.590 4.795
C -0.704 1.264 1.267
C -0.142 -0.183 1.238
C 1.339 -0.502 1.054
C 1.784 -1.860 1.642
N 3.291 -2.123 1.835
C 4.033 -0.983 2.553
C 4.935 -0.320 1.554
C 4.647 -0.816 0.174
C 3.976 -2.168 0.459
C 3.404 -3.498 2.541
H -1.740 1.272 0.930
H 0.047 1.956 0.886
H -0.794 1.535 2.319
H -0.575 -0.684 0.372
H -0.533 -0.671 2.131
H 1.911 0.337 1.451
H 1.522 -0.452 -0.020
H 1.372 -2.771 1.207
H 1.446 -1.764 2.674
H 4.784 -1.398 3.225
H 3.428 -0.236 3.067
H 5.965 -0.606 1.769
H 4.818 0.764 1.576
H 5.484 -0.887 -0.521
H 3.900 -0.247 -0.379
H 4.679 -3.000 0.443
H 3.263 -2.443 -0.318
H 3.063 -4.254 1.833
H 2.933 -3.473 3.523
H 4.448 -3.778 2.676
C 0.067 7.435 0.200
O -0.487 8.758 0.164
O 1.063 7.380 1.210
C -0.942 6.236 0.010
F -1.410 6.090 -1.236
F -0.280 5.100 0.111
F -2.027 6.352 0.872
C -1.217 9.104 -0.943
C -1.665 10.535 -0.826
H -0.809 11.124 -0.495
H -2.117 11.008 -1.697
H -2.330 10.721 0.017
H -2.106 8.504 -1.138
H -0.629 9.032 -1.858
H 0.582 7.361 -0.758
C -4.220 -2.958 0.999
O -4.138 -2.739 2.434
O -2.901 -3.068 0.544
C -5.224 -4.167 0.790
F -5.598 -4.364 -0.464
F -4.912 -5.393 1.398
F -6.358 -3.766 1.430
C -3.884 -1.381 2.799
C -3.396 -1.180 4.272
H -4.058 -1.640 5.006
H -2.372 -1.549 4.316
H -3.313 -0.126 4.538
H -4.820 -0.857 2.605
H -3.125 -0.881 2.197
H -4.758 -2.113 0.569
C 3.196 -0.706 -3.755
O 3.308 0.109 -4.918
O 2.115 -0.135 -3.035
C 3.334 -2.293 -4.007
F 2.962 -2.992 -2.987
F 2.541 -2.804 -4.967
F 4.552 -2.672 -4.305
C 4.499 -0.131 -5.771
C 4.927 1.220 -6.328
H 4.090 1.602 -6.913
H 5.253 2.012 -5.654
H 5.776 1.112 -7.004
H 4.342 -0.829 -6.593
H 5.404 -0.543 -5.325
H 4.117 -0.376 -3.274
C -8.523 0.553 2.167
O -8.080 1.723 2.862
O -9.601 -0.039 2.866
C -8.502 0.707 0.608
F -8.360 -0.444 -0.006
F -9.568 1.343 0.192
F -7.443 1.408 0.232
C -6.712 2.142 2.902
C -6.725 3.569 3.472
H -5.900 4.148 3.057
H -7.533 4.258 3.222
H -6.359 3.589 4.498
H -6.252 2.227 1.918
H -6.098 1.468 3.500
H -7.718 -0.167 2.307
C 2.797 -5.811 -0.899
O 2.132 -6.622 -1.961
O 2.033 -6.110 0.259
C 4.302 -5.966 -0.923
F 4.852 -5.045 -1.718
F 4.904 -5.781 0.251
F 4.725 -7.065 -1.400
C 2.470 -6.238 -3.297
C 1.556 -7.059 -4.203
H 1.687 -8.115 -3.966
H 0.548 -6.644 -4.186
H 1.933 -6.891 -5.211
H 3.519 -6.424 -3.529
H 2.220 -5.189 -3.455
H 2.645 -4.793 -1.257
*
```

* E_HOMO: -4.04 eV
* HOMO-LUMO gap: 2.58 eV
* relative energy (zero: lowest compared OMol25 entry of this formula, charge and spin): 165.3 kcal per mole
* molecular weight: 1426.75 g mol⁻¹


# C20H28BClF4N2O2Y

C20H28BClF4N2O2Y as an isolated structure at a distorted geometry (ωB97M-V/def2-TZVPD, the OMol25 dataset).

```
! wB97M-V def2-TZVPD RIJCOSX def2/J DEFGRID3
* xyz -1 1
Y 0.659 -1.219 1.497
Cl 0.377 -2.076 3.906
N -1.895 0.325 1.314
N 2.513 -0.299 -0.150
C -2.778 -0.640 1.352
C 2.816 -1.179 -1.085
C -2.634 1.604 1.458
C -3.945 1.134 2.110
C -2.907 2.207 0.081
C -1.872 2.581 2.322
H -3.505 1.524 -0.542
H -1.958 2.408 -0.427
H -3.459 3.152 0.174
H -1.571 2.097 3.250
H -2.508 3.442 2.557
H -0.976 2.932 1.808
C 3.384 0.903 -0.361
C 4.284 0.474 -1.527
C 4.243 1.175 0.860
C 2.533 2.108 -0.721
H 1.868 1.867 -1.559
H 3.181 2.946 -1.015
H 1.930 2.402 0.143
H 4.845 0.287 1.090
H 3.627 1.422 1.727
H 4.920 2.013 0.640
O 3.826 -0.867 -1.877
H 5.351 0.399 -1.260
H 4.192 1.103 -2.426
O -3.975 -0.312 1.822
H -4.872 1.575 1.703
H -3.939 1.267 3.206
C -2.448 -2.021 0.823
C 2.023 -2.446 -1.303
C 0.536 -2.111 -1.545
H 2.177 -3.033 -0.360
H 2.509 -3.032 -2.101
C -0.283 -1.999 -0.443
C -1.650 -1.909 -0.508
H 1.669 -2.017 3.096
C -2.241 -1.671 -1.768
C -1.403 -1.594 -2.901
C -3.752 -1.604 -1.828
C -0.023 -1.853 -2.825
H -1.861 -1.414 -3.890
C 0.905 -1.952 -4.019
H 0.295 -1.821 -4.935
H 1.392 -2.955 -4.010
H 1.720 -1.191 -3.961
H -4.174 -2.463 -1.261
H -4.047 -1.657 -2.896
H -4.138 -0.669 -1.355
H -3.379 -2.608 0.737
H -1.863 -2.509 1.649
F 0.808 1.041 1.762
B 1.287 1.635 3.238
F 1.506 2.968 2.995
F 0.236 1.283 4.067
F 2.447 0.848 3.476
*
```

* E_HOMO (spin up / spin down): -1.12 / -1.12 eV
* HOMO-LUMO gap (spin up / spin down): 3.72 / 3.73 eV
* molecular weight: 539.62 g mol⁻¹


# C5H8NO

An isolated ion of composition C5H8NO and charge +1 at a distorted geometry (ωB97M-V/def2-TZVPD, the OMol25 dataset).

```
! wB97M-V def2-TZVPD RIJCOSX def2/J DEFGRID3
* xyz 1 1
C -1.559 1.094 -0.241
C -0.355 1.722 0.038
C -1.632 -0.254 -0.148
C 0.843 0.896 0.411
C 1.450 -1.441 -0.141
N 0.618 -0.445 0.456
O -2.269 -1.272 0.183
H -2.364 1.562 -0.612
H -0.127 2.837 0.101
H 1.520 1.420 -0.283
H 0.974 1.319 1.403
H 0.817 -2.276 -0.665
H 1.994 -1.993 0.702
H 2.131 -1.094 -0.834
H -2.043 -2.073 -0.370
*
```

* E_HOMO (spin up / spin down): -14.01 / -13.06 eV
* HOMO-LUMO gap (spin up / spin down): 8.53 / 7.30 eV
* relative energy (zero: lowest compared OMol25 entry of this formula, charge and spin): 122.1 kcal per mole
* molecular weight: 98.12 g mol⁻¹


# C51H88O31

A 14-piece molecular cluster, C51H88O31 overall at a distorted geometry (ωB97M-V/def2-TZVPD, the OMol25 dataset).

```
! wB97M-V def2-TZVPD RIJCOSX def2/J DEFGRID3
* xyz 0 1
C 5.114 3.935 2.888
O 3.913 3.385 2.355
C 2.772 3.760 2.906
O 2.619 4.602 3.739
O 1.807 3.000 2.396
C 0.490 3.327 2.783
H 4.902 4.890 3.370
H 5.802 4.199 2.088
H 5.548 3.213 3.572
H 0.362 3.537 3.846
H -0.144 2.448 2.650
H 0.067 4.134 2.186
C -0.448 -2.152 -2.935
O 0.226 -2.003 -4.169
C 0.671 -0.819 -4.539
O 0.447 0.220 -3.981
O 1.561 -0.907 -5.541
C 2.201 -2.147 -5.811
H 0.243 -2.045 -2.102
H -0.863 -3.155 -2.838
H -1.294 -1.471 -2.846
H 1.872 -2.596 -6.748
H 1.998 -2.919 -5.069
H 3.290 -2.100 -5.834
C 2.247 -3.304 -1.048
O 3.169 -4.377 -1.147
C 3.297 -4.958 -2.316
O 2.628 -4.752 -3.296
O 4.282 -5.848 -2.252
C 4.426 -6.720 -3.358
H 2.307 -2.686 -1.940
H 2.448 -2.754 -0.131
H 1.208 -3.582 -0.846
H 5.175 -7.477 -3.134
H 4.695 -6.183 -4.263
H 3.531 -7.328 -3.506
C 3.068 3.898 -0.995
O 2.577 4.971 -0.207
C 1.264 5.114 -0.072
O 0.426 4.400 -0.558
O 1.058 6.156 0.719
C -0.226 6.736 0.827
H 2.509 3.004 -0.708
H 4.104 3.732 -0.721
H 2.942 4.034 -2.069
H -0.627 7.058 -0.137
H -0.070 7.624 1.434
H -0.942 6.052 1.288
C -0.414 2.493 8.511
O -1.194 1.540 7.805
C -1.128 1.617 6.468
O -0.393 2.315 5.832
O -1.990 0.727 6.011
C -2.209 0.667 4.594
H 0.628 2.149 8.459
H -0.652 2.657 9.555
H -0.377 3.434 7.957
H -2.842 1.485 4.283
H -2.522 -0.364 4.455
H -1.262 0.685 4.044
C -4.807 -1.206 -2.277
C -4.845 -0.771 -3.759
C -3.919 -1.726 -4.492
O -3.877 -2.931 -3.744
C -4.092 -2.556 -2.368
H -5.820 -1.462 -1.980
H -4.308 -0.466 -1.660
H -4.427 0.219 -3.948
H -5.893 -0.737 -4.053
H -2.906 -1.312 -4.592
H -4.243 -1.871 -5.526
H -3.140 -2.605 -1.834
H -4.694 -3.331 -1.887
C -0.465 0.823 -0.650
C -1.236 0.140 0.462
C -0.514 -1.199 0.571
O 0.849 -0.902 0.299
C 0.960 0.236 -0.577
H -0.464 1.912 -0.622
H -0.891 0.503 -1.605
H -2.280 -0.008 0.179
H -1.203 0.723 1.385
H -0.888 -1.916 -0.174
H -0.607 -1.773 1.493
H 1.316 -0.003 -1.576
H 1.556 1.013 -0.099
O -3.793 2.531 -0.726
C -3.688 2.916 0.402
O -4.707 2.963 1.269
C -4.233 3.345 2.574
C -2.908 4.112 2.334
C -2.428 3.415 1.065
H -4.239 2.432 3.164
H -4.966 4.041 2.982
H -2.287 4.044 3.224
H -3.226 5.129 2.109
H -1.918 2.469 1.291
H -1.746 3.944 0.402
O 5.763 0.716 -6.673
C 4.949 1.064 -5.865
O 5.104 0.869 -4.547
C 3.961 1.251 -3.783
C 3.219 2.199 -4.715
C 3.590 1.714 -6.114
H 4.275 1.735 -2.862
H 3.375 0.359 -3.547
H 3.576 3.217 -4.546
H 2.157 2.207 -4.467
H 3.612 2.597 -6.745
H 2.968 0.898 -6.482
O -1.345 -2.850 5.183
C -0.383 -2.151 5.031
O 0.113 -1.886 3.821
C 1.329 -1.125 3.871
C 1.304 -0.511 5.272
C 0.506 -1.499 6.083
H 1.329 -0.318 3.140
H 2.203 -1.754 3.708
H 0.790 0.452 5.310
H 2.312 -0.330 5.647
H -0.131 -1.018 6.823
H 1.087 -2.305 6.533
O -2.501 -3.858 0.095
C -2.013 -4.932 -0.131
O -0.764 -5.239 0.229
C -0.331 -6.477 -0.307
C -1.607 -7.213 -0.672
C -2.593 -6.065 -0.945
H 0.210 -7.049 0.446
H 0.306 -6.301 -1.177
H -2.002 -7.775 0.174
H -1.506 -7.835 -1.559
H -3.632 -6.315 -0.738
H -2.643 -5.716 -1.983
O -1.753 2.563 -7.014
C -1.822 2.676 -5.825
O -2.908 2.242 -5.157
C -2.658 2.207 -3.755
C -1.470 3.145 -3.538
C -0.717 3.130 -4.872
H -2.293 1.215 -3.462
H -3.494 2.488 -3.124
H -0.876 2.826 -2.681
H -1.873 4.118 -3.245
H 0.028 2.340 -4.876
H -0.378 4.152 -5.007
O 4.099 0.982 -0.486
C 4.682 0.649 0.502
O 5.813 1.240 0.907
C 6.205 0.790 2.191
C 4.987 0.127 2.837
C 4.280 -0.371 1.569
H 6.637 1.648 2.706
H 7.074 0.132 2.079
H 4.397 0.799 3.459
H 5.313 -0.684 3.487
H 3.233 -0.653 1.637
H 4.770 -1.283 1.201
O -3.936 -0.140 2.184
C -4.441 -1.227 2.156
O -5.067 -1.662 1.058
C -5.634 -2.963 1.210
C -5.626 -3.230 2.725
C -4.585 -2.221 3.288
H -4.927 -3.624 0.704
H -6.630 -3.059 0.786
H -5.243 -4.237 2.880
H -6.528 -3.079 3.315
H -3.662 -2.764 3.495
H -4.902 -1.715 4.196
*
```

* E_HOMO: -9.26 eV
* HOMO-LUMO gap: 9.55 eV
* relative energy (zero: lowest compared OMol25 entry of this formula, charge and spin): 0.0 kcal per mole
* molecular weight: 1197.23 g mol⁻¹